Below is a 2-piece molecular cluster, C5H11NO overall in a non-equilibrium geometry, with properties calculated with wB97M-V/def2-TZVPD.

Values from the calculation:
Relative energy (zero: lowest compared OMol25 entry of this formula, charge and spin), kcal per mole: 169.3
E_tot, eV: -8894.3579
Orbital gap, eV: 4.8668
LUMO energy, eV: -2.73

XYZ file:
```
18
Properties=species:S:1:pos:R:3:forces:R:3
C 1.16240 1.44938 -0.92085 0.44 -0.74 0.03
C 0.07405 1.60101 0.18555 0.27 0.81 -0.54
C -0.05441 0.62657 1.25217 -1.37 -0.37 1.27
C -1.01184 -0.44981 1.28894 0.03 -0.04 -3.87
N -1.37307 -1.08229 -0.06656 0.71 0.02 1.69
C -0.49864 -1.79796 0.82039 -1.12 -0.92 -0.36
H 2.07345 1.03010 -0.49182 0.09 0.29 0.13
H 1.37662 2.42957 -1.34068 -0.08 -0.06 -0.02
H 0.88574 0.71343 -1.67958 -0.35 0.04 0.04
H -0.89282 1.74818 -0.30229 -0.04 -0.51 -0.06
H 0.30870 2.55874 0.66832 0.11 -0.20 0.23
H 0.41385 0.84617 2.21272 0.06 0.22 -0.05
H -1.99051 -0.46391 1.75369 0.55 0.29 1.38
H 0.55534 -1.89387 0.57389 -0.05 0.06 -0.33
H -0.97226 -2.68079 1.24090 0.40 0.15 0.79
H 0.48938 -2.26245 -2.16413 -0.02 -0.08 0.02
H -0.73805 -1.01736 -0.95228 0.46 0.39 -0.85
O 0.19210 -1.35471 -2.07839 -0.10 0.66 0.50
```
Positions in Å, forces in eV/Å.

Below is a 9-piece molecular cluster, C31H67BN3O16 overall in a non-equilibrium geometry, with properties calculated with wB97M-V/def2-TZVPD.

Values from the calculation:
Relative energy (zero: lowest compared OMol25 entry of this formula, charge and spin), kcal per mole: 14.1
E_tot, eV: -71145.3771
Orbital gap, eV: 8.1410
LUMO energy, eV: 2.10
Net charge: -1

XYZ file:
```
118
Properties=species:S:1:pos:R:3:forces:R:3
O 4.78705 -3.42152 -3.80594 -0.66 0.16 0.17
C 3.60700 -3.36023 -3.52923 1.73 0.05 -0.63
O 2.92423 -2.27887 -3.27933 -0.56 -0.12 0.32
B 1.55134 -2.70167 -2.91107 -0.15 0.65 1.22
O 1.56729 -4.18061 -2.93147 -0.18 0.05 -0.50
C 2.70199 -4.57331 -3.48008 -0.16 -0.55 0.11
O 3.00277 -5.67102 -3.87393 -0.46 0.33 0.25
O 0.55847 -2.12613 -3.80868 -0.12 -0.10 -0.86
C -0.40600 -1.52971 -3.15200 0.05 -0.46 0.82
O -1.41838 -1.07924 -3.59356 -0.36 0.31 -0.46
C -0.03933 -1.58602 -1.65525 1.23 -0.40 0.32
O 1.14342 -2.19678 -1.56119 0.00 -0.27 -0.75
O -0.64852 -1.17653 -0.71886 -0.73 0.41 0.19
C -2.88047 2.82109 2.40130 0.26 0.69 -1.98
C -2.24883 1.64565 3.17322 -0.39 1.34 -0.09
C -2.47325 1.94189 4.67698 0.27 0.62 0.00
C -3.85640 1.52812 5.14735 0.07 -0.63 -0.19
C -4.15453 0.10819 4.71133 -0.29 -0.56 0.41
C -4.15260 -0.11453 3.17387 0.71 0.01 2.55
N -2.80694 0.35900 2.79092 -0.61 -1.20 -0.20
O -2.63938 0.10522 1.39163 0.34 0.22 0.52
C -4.22533 -1.63411 3.01980 -0.38 -0.09 -0.62
C -5.37216 0.56665 2.58291 0.49 0.33 -2.12
C -0.74385 1.60473 2.89041 0.09 0.54 -0.01
H -2.71674 2.78071 1.31210 0.11 -0.89 0.34
H -2.41123 3.79943 2.55530 -0.05 -0.15 0.84
H -3.96331 2.94148 2.41657 0.03 -0.11 0.73
H -1.61260 1.60734 5.26373 -0.40 -0.84 0.14
H -2.38479 3.02335 4.82537 -0.04 0.07 -0.34
H -4.60471 2.17359 4.68156 0.04 0.22 0.23
H -3.97381 1.56879 6.23118 0.10 0.33 0.00
H -5.10463 -0.22537 5.14502 -0.20 0.17 -0.32
H -3.44104 -0.58370 5.17226 0.28 0.16 -0.19
H -3.44717 -2.18240 3.54980 0.25 0.34 0.00
H -5.17285 -1.96819 3.44960 -0.07 -0.02 -0.12
H -4.20014 -1.93301 1.97045 -0.04 0.00 0.01
H -5.39425 1.63579 2.78004 -0.39 -0.14 0.51
H -5.27928 0.54970 1.48603 0.13 -0.12 0.03
H -6.32131 0.05858 2.74011 0.06 0.07 0.65
H -0.24276 0.89056 3.54415 -0.09 -0.28 -0.20
H -0.27370 2.57163 3.09627 -0.24 0.09 0.12
H -0.54509 1.41670 1.83564 -0.01 -0.31 0.05
H -1.95992 -0.57947 1.43513 0.00 0.03 -0.64
C 4.29000 1.48700 2.02479 -1.56 0.15 -0.31
C 5.09552 0.24476 2.39661 0.30 0.07 0.60
C 4.97558 0.09121 3.90586 0.43 -1.32 1.37
C 3.60721 -0.39652 4.41716 0.22 0.22 -0.72
C 3.22768 -1.72073 3.76298 0.14 0.68 -0.19
C 3.38978 -1.63229 2.22405 -1.23 -0.27 0.44
N 4.70972 -1.07346 1.85573 -0.57 0.42 -0.12
O 4.83172 -1.06454 0.45010 0.27 -0.04 -0.32
C 3.32055 -3.04240 1.65372 0.16 -0.26 -0.98
C 2.14836 -0.86865 1.63437 0.56 0.32 0.06
C 6.54925 0.50761 1.99353 0.06 0.01 -0.07
H 3.20781 1.32509 2.07794 0.15 -0.22 -0.08
H 4.46735 1.88182 1.02298 0.29 -0.03 0.06
H 4.40071 2.27626 2.76999 0.63 0.09 -0.15
H 5.64268 -0.70571 4.26827 0.28 -0.01 -0.50
H 5.35606 0.95401 4.45740 -0.36 0.36 -0.29
H 2.83022 0.31846 4.13260 -0.03 0.19 0.57
H 3.67341 -0.58385 5.48939 -0.27 0.54 0.10
H 2.17017 -1.89589 3.97698 0.00 -0.20 -0.14
H 3.77530 -2.52645 4.25795 0.27 -0.14 -0.51
H 4.26283 -3.55194 1.85469 -0.17 -0.25 0.07
H 2.44597 -3.62424 1.95135 0.14 0.16 0.75
H 3.16406 -3.02638 0.57025 0.43 0.22 -0.02
H 2.46481 -0.23524 0.80300 -0.28 -0.37 -0.39
H 1.41841 -1.60403 1.30973 -0.10 0.16 -0.25
H 1.63623 -0.14229 2.27007 0.19 -0.29 0.47
H 7.14676 -0.40266 2.03934 -0.03 0.00 0.16
H 6.98201 1.27693 2.63689 0.00 -0.05 0.09
H 6.60614 0.88496 0.97259 -0.05 -0.10 -0.03
H 4.10749 -0.54725 0.05574 0.04 -0.04 0.26
C -1.34175 3.73881 -4.53214 0.71 -0.71 0.23
C -1.88524 3.15713 -3.22366 -0.23 0.14 0.22
C -1.96490 4.33567 -2.22975 0.44 -0.20 0.63
C -2.86840 4.13750 -1.01091 -0.55 -0.08 -0.67
C -4.19692 3.48952 -1.36901 -0.95 -0.07 0.59
C -4.18601 2.34739 -2.40165 1.14 -0.69 0.84
N -3.22788 2.62677 -3.48270 -1.02 1.56 0.16
O -3.27534 1.65740 -4.47753 0.16 -0.63 -0.01
C -3.78939 1.01578 -1.70735 -0.27 -1.11 1.16
C -5.59067 2.16467 -2.95189 0.26 -0.78 -0.44
C -0.86967 2.11478 -2.68483 0.20 0.42 -0.47
H -1.85075 4.63400 -4.87977 -0.32 -0.14 0.04
H -1.34111 2.95083 -5.28624 -0.05 0.21 -0.17
H -0.30063 4.00184 -4.32480 0.03 0.13 -0.23
H -0.94631 4.44104 -1.84247 0.05 0.16 -0.11
H -2.16643 5.28476 -2.72716 -0.39 -0.15 -0.21
H -3.15701 5.11012 -0.60765 0.53 0.01 0.36
H -2.37591 3.53631 -0.24623 0.16 0.20 -0.19
H -4.98134 4.23435 -1.55731 0.45 0.24 -1.02
H -4.66490 3.10779 -0.44952 0.42 -0.48 0.00
H -4.27433 0.14278 -2.15598 0.10 0.12 -0.35
H -2.74104 0.73113 -1.58883 0.03 0.47 -0.57
H -4.10001 0.91927 -0.65758 -0.34 0.51 -0.12
H -5.80679 2.91976 -3.70574 -0.28 0.15 0.24
H -5.63821 1.18132 -3.42416 -0.03 0.18 -0.34
H -6.31742 2.07953 -2.14313 -0.04 0.54 0.06
H 0.11792 2.58274 -2.67588 -0.01 0.05 0.16
H -0.77261 1.27964 -3.37683 -0.25 -0.15 0.11
H -1.09457 1.76603 -1.67952 0.00 -0.04 -0.04
H -3.03429 0.79041 -4.09008 0.19 0.31 -0.05
O -0.02240 -6.81516 -3.46744 -0.13 -0.04 -0.19
H -0.47041 -6.02418 -3.15198 0.13 0.00 0.01
H 0.72974 -6.47956 -3.97224 0.04 -0.06 0.22
O 5.41824 -1.46586 -5.80692 -0.19 -0.13 0.07
H 5.00812 -2.06148 -5.15210 0.41 0.27 -0.18
H 5.89819 -2.05354 -6.39747 -0.03 -0.01 0.05
O 6.79985 -3.93851 -1.48440 0.14 0.15 -0.09
H 6.63374 -3.32136 -2.20980 -0.09 -0.09 0.08
H 7.14248 -4.73105 -1.91345 -0.13 0.02 0.02
O -1.63291 -0.31829 -6.41167 0.16 0.00 -0.14
H -1.14868 -0.53938 -5.60411 -0.24 -0.04 -0.05
H -2.33772 -0.97106 -6.45044 0.03 0.01 0.07
O 4.75252 -5.96316 -1.39825 -0.31 0.15 -0.17
H 4.22004 -5.95585 -2.20971 0.30 -0.17 0.27
H 5.01908 -5.03997 -1.26523 0.20 -0.20 -0.03
```
Positions in Å, forces in eV/Å.